Entry 1:
DFT (ωB97M-V/def2-TZVPD) results for a single C18H20N2O5S2 molecule.

Last column: Löwdin charge in e.
Atoms and positions in Å:
1 C -5.231 -1.808 1.707  -0.06
2 C -3.994 -1.659 0.834  -0.21
3 H -3.110 -2.100 1.299  0.10
4 H -4.158 -2.110 -0.149  0.13
5 O -3.668 -0.277 0.649  -0.03
6 C -4.071 0.309 -0.476  -0.49
7 O -4.775 -0.196 -1.306  0.12
8 C -3.569 1.749 -0.549  -0.05
9 N -2.361 1.946 0.216  0.07
10 C -1.174 2.104 -0.417  -0.48
11 O -1.045 2.508 -1.548  0.09
12 C 0.022 1.862 0.519  -0.21
13 N -0.091 0.545 1.121  -0.18
14 S -0.368 -0.781 0.144  0.66
15 O -1.273 -0.394 -0.892  -0.24
16 O -0.749 -1.835 1.037  -0.27
17 C 1.154 -1.282 -0.617  -0.59
18 C 2.086 -2.142 -0.119  -0.14
19 C 3.156 -2.344 -1.014  -0.16
20 C 2.999 -1.644 -2.170  -0.37
21 S 1.542 -0.735 -2.195  1.08
22 H 3.656 -1.616 -3.017  0.07
23 H 3.997 -2.978 -0.804  0.11
24 H 1.994 -2.609 0.844  0.12
25 C 0.936 0.308 2.112  -0.13
26 C 2.317 0.518 1.547  -0.18
27 C 3.410 -0.127 2.113  -0.05
28 C 4.673 0.018 1.573  -0.08
29 C 4.851 0.810 0.450  -0.08
30 C 3.770 1.463 -0.110  -0.03
31 C 2.496 1.335 0.434  -0.18
32 C 1.350 2.066 -0.210  -0.09
33 H 1.232 1.739 -1.249  0.09
34 H 1.574 3.135 -0.250  0.14
35 H 3.905 2.084 -0.983  0.12
36 H 5.832 0.920 0.014  0.10
37 H 5.514 -0.490 2.019  0.10
38 H 3.259 -0.751 2.982  0.12
39 H 0.759 0.982 2.960  0.14
40 H 0.807 -0.718 2.459  0.12
41 H -0.062 2.580 1.348  0.17
42 H -2.339 1.440 1.091  0.13
43 H -3.360 1.997 -1.593  0.14
44 H -4.363 2.408 -0.177  0.14
45 H -5.431 -2.862 1.875  0.08
46 H -5.079 -1.318 2.666  0.08
47 H -6.092 -1.361 1.214  0.08

## Properties
E_LUMO ... 0.35 eV
Relative energy (zero: lowest compared OMol25 entry of this formula, charge and spin) ... 0.000 eV
HOMO energy ... -9.09 eV

=====

Entry 2:
DFT (ωB97M-V/def2-TZVPD) results for a single C18H20N2O5S3 molecule.

Last column: Löwdin charge in e.
Atoms and positions in Å:
1 C -7.794 -2.335 -0.355  -0.08
2 H -8.818 -2.305 -0.725  0.09
3 O -7.254 -1.062 -0.626  -0.07
4 C -5.975 -0.805 -0.281  -0.27
5 C -5.116 -1.706 0.351  -0.01
6 C -3.827 -1.327 0.657  -0.01
7 C -3.339 -0.052 0.341  -0.22
8 C -4.215 0.845 -0.290  -0.03
9 C -5.503 0.477 -0.591  0.01
10 H -6.179 1.164 -1.073  0.12
11 H -3.882 1.840 -0.536  0.05
12 C -1.982 0.258 0.677  -0.01
13 C -1.227 1.340 0.383  -0.39
14 C 0.166 1.413 0.813  -0.44
15 O 0.758 0.613 1.507  0.11
16 N 0.765 2.564 0.330  -0.10
17 C 0.011 3.388 -0.440  -1.08
18 S 0.527 4.776 -1.123  0.68
19 S -1.624 2.763 -0.563  1.04
20 C 2.192 2.697 0.499  -0.06
21 H 2.410 2.757 1.566  0.13
22 H 2.515 3.606 -0.016  0.09
23 C 2.811 1.438 -0.132  -0.43
24 O 2.220 0.867 -1.025  0.09
25 N 3.991 1.015 0.371  -0.07
26 C 4.709 1.751 1.387  -0.03
27 H 4.671 2.818 1.180  0.09
28 H 4.309 1.560 2.388  0.10
29 H 5.755 1.447 1.372  0.09
30 C 4.413 -0.367 0.123  -0.28
31 C 3.432 -1.361 0.740  -0.14
32 H 3.770 -1.769 1.686  0.11
33 H 2.433 -0.946 0.845  0.09
34 S 3.317 -2.698 -0.490  0.67
35 O 2.031 -3.337 -0.462  -0.32
36 O 4.473 -3.545 -0.363  -0.32
37 C 3.533 -1.590 -1.905  -0.21
38 C 4.618 -0.674 -1.387  -0.16
39 H 4.646 0.262 -1.944  0.12
40 H 5.579 -1.178 -1.501  0.12
41 H 2.589 -1.076 -2.052  0.09
42 H 3.826 -2.149 -2.787  0.11
43 H 5.383 -0.472 0.613  0.14
44 H -1.452 -0.499 1.246  0.13
45 H -3.171 -2.035 1.142  0.12
46 H -5.446 -2.700 0.605  0.11
47 H -7.804 -2.546 0.719  0.10
48 H -7.243 -3.124 -0.877  0.10

## Properties
E_LUMO ... -0.81 eV
HOMO energy ... -8.16 eV

=====

Entry 3:
DFT (ωB97M-V/def2-TZVPD) results for a single C18H20N4O2S3 molecule.

Last column: Löwdin charge in e.
Atoms and positions in Å:
1 C 3.608 1.882 -1.724  -0.03
2 H 3.896 0.896 -2.081  0.08
3 H 4.490 2.516 -1.704  0.08
4 H 2.884 2.308 -2.413  0.08
5 C 2.996 1.786 -0.325  -0.58
6 N 1.801 0.943 -0.373  0.14
7 C 0.713 1.187 -1.105  -0.44
8 O 0.550 2.113 -1.874  0.07
9 C -0.422 0.149 -0.895  -0.18
10 C 0.007 -1.250 -1.201  -0.46
11 C 1.115 -1.686 -1.857  -0.11
12 C 1.140 -3.090 -2.026  -0.18
13 C 0.050 -3.699 -1.502  -0.40
14 S -1.041 -2.576 -0.794  1.06
15 H -0.190 -4.744 -1.481  0.06
16 H 1.941 -3.615 -2.514  0.10
17 H 1.887 -1.031 -2.215  0.11
18 N -1.007 0.276 0.442  0.01
19 C -0.413 -0.329 1.487  -0.41
20 O 0.694 -0.853 1.410  0.05
21 C -1.139 -0.400 2.782  -0.31
22 C -1.047 -1.500 3.609  -0.31
23 S -1.961 -1.194 5.007  1.02
24 N -2.370 0.312 4.454  -0.32
25 N -1.892 0.577 3.326  -0.06
26 H -0.512 -2.411 3.438  0.08
27 C -2.322 0.902 0.495  -0.14
28 C -3.382 -0.071 0.089  -0.51
29 C -3.987 -0.210 -1.121  -0.14
30 C -4.895 -1.292 -1.167  -0.18
31 C -4.960 -1.964 0.008  -0.41
32 S -3.920 -1.292 1.198  1.02
33 H -5.557 -2.819 0.258  0.06
34 H -5.469 -1.553 -2.037  0.10
35 H -3.803 0.446 -1.954  0.12
36 H -2.314 1.755 -0.189  0.14
37 H -2.498 1.268 1.508  0.10
38 H -1.213 0.426 -1.601  0.15
39 H 1.761 0.153 0.265  0.11
40 C 2.614 3.179 0.184  -0.03
41 H 3.494 3.812 0.244  0.08
42 H 1.899 3.634 -0.496  0.08
43 H 2.163 3.108 1.172  0.09
44 C 3.971 1.113 0.639  -0.03
45 H 4.882 1.700 0.720  0.09
46 H 3.527 1.024 1.628  0.09
47 H 4.230 0.118 0.285  0.09

## Properties
E_LUMO ... -0.01 eV
HOMO energy ... -8.70 eV

=====

Entry 4:
DFT (ωB97M-V/def2-TZVPD) results for C18H20N4O7RuS2 as an isolated structure.

Last column: Löwdin spin population.
Atoms and positions in Å:
1 Ru -0.074 0.391 0.884  0.68
2 O -3.506 2.297 0.639  0.00
3 C -2.603 1.807 -0.209  0.00
4 O -2.281 0.640 -0.209  0.00
5 C -2.057 2.831 -1.189  0.00
6 O -0.673 2.965 -1.065  0.00
7 C -0.272 3.870 -0.042  0.00
8 C -0.537 3.435 1.408  0.00
9 O -0.677 4.342 2.219  0.01
10 O -0.593 2.185 1.704  0.03
11 H -3.652 1.612 1.314  0.00
12 H -2.582 3.783 -1.053  0.00
13 H -2.250 2.438 -2.188  0.00
14 H -0.769 4.834 -0.183  0.00
15 H 0.806 3.993 -0.151  0.00
16 S 1.590 -0.183 2.175  0.18
17 C 0.875 -0.981 3.572  0.01
18 C 1.712 -1.461 4.581  0.02
19 C 1.186 -2.080 5.701  0.00
20 C -0.198 -2.224 5.819  0.02
21 C -1.032 -1.753 4.822  0.00
22 C -0.512 -1.127 3.682  0.02
23 S -1.560 -0.560 2.406  0.01
24 H 2.784 -1.332 4.478  0.00
25 H 1.846 -2.442 6.480  0.00
26 H -0.625 -2.700 6.694  0.00
27 H -2.108 -1.858 4.914  0.00
28 C -0.917 -3.121 -2.995  0.00
29 N -1.361 -2.850 -1.635  0.01
30 C -2.298 -3.771 -1.008  0.00
31 C -0.686 -2.036 -0.855  0.01
32 N -0.101 -1.382 -0.104  0.00
33 H -1.793 -3.209 -3.640  0.00
34 H -0.349 -4.056 -3.038  0.00
35 H -0.307 -2.286 -3.330  0.00
36 H -3.198 -3.839 -1.620  0.00
37 H -2.561 -3.396 -0.022  0.00
38 H -1.859 -4.769 -0.909  0.00
39 C 2.057 -0.003 -4.511  0.00
40 N 2.229 0.568 -3.193  0.00
41 C 3.335 1.298 -2.870  0.00
42 C 3.468 1.855 -1.665  0.00
43 C 2.408 1.674 -0.672  0.00
44 O 2.508 2.223 0.419  0.00
45 N 1.326 0.878 -1.020  0.00
46 C 1.196 0.373 -2.257  0.00
47 O 0.208 -0.254 -2.669  0.00
48 H 2.934 0.238 -5.110  0.00
49 H 1.165 0.396 -4.994  0.00
50 H 1.946 -1.086 -4.455  0.00
51 H 4.079 1.395 -3.651  0.00
52 H 4.335 2.439 -1.401  0.00

## Properties
E_LUMO (alpha / beta) ... 2.51 / 2.48 eV
<S²> ... 0.758
Total charge ... -1
Relative energy (zero: lowest compared OMol25 entry of this formula, charge and spin) ... 0.871 eV
HOMO energy (alpha / beta) ... -3.74 / -3.94 eV
Multiplicity ... 2

=====

Entry 5:
DFT (ωB97M-V/def2-TZVPD) results for C18H20N5O11P2PtS2 as an isolated structure.

Last column: Löwdin charge in e.
Atoms and positions in Å:
1 Pt -0.182 -0.373 -1.545  1.06
2 O -3.853 1.058 -2.700  -0.12
3 P -2.959 1.386 -1.440  0.21
4 O -3.682 2.060 -0.351  -0.27
5 O -2.157 0.140 -1.038  -0.46
6 O -1.821 2.397 -2.045  -0.27
7 P -0.995 2.050 -3.379  0.23
8 O -0.148 3.369 -3.626  -0.09
9 O -1.918 1.763 -4.488  -0.25
10 O 0.062 0.997 -2.965  -0.48
11 H -3.380 1.256 -3.539  0.04
12 H 0.505 3.477 -2.921  0.06
13 S -1.056 -1.736 -3.126  0.72
14 C 0.354 -2.154 -4.069  -0.66
15 C 0.177 -2.760 -5.319  -0.12
16 C 1.267 -3.150 -6.067  -0.11
17 C 2.559 -2.912 -5.592  -0.11
18 C 2.739 -2.282 -4.379  -0.13
19 C 1.636 -1.898 -3.605  -0.67
20 S 1.890 -1.170 -2.041  0.67
21 H -0.829 -2.921 -5.685  0.10
22 H 1.119 -3.626 -7.027  0.09
23 H 3.418 -3.207 -6.180  0.09
24 H 3.735 -2.076 -4.007  0.10
25 O -1.515 -1.300 1.674  0.05
26 C -0.401 -1.646 1.317  -0.59
27 O 0.150 -1.531 0.164  -0.25
28 C 0.517 -2.321 2.321  -0.10
29 C 0.313 -2.102 3.677  -0.01
30 C 1.141 -2.690 4.623  -0.06
31 C 2.170 -3.525 4.222  -0.01
32 C 2.346 -3.742 2.866  -0.13
33 C 1.552 -3.148 1.904  0.07
34 N 3.437 -4.640 2.438  -0.36
35 O 4.164 -5.097 3.300  0.06
36 O 3.548 -4.874 1.255  0.09
37 H -0.516 -1.472 3.973  0.12
38 H 0.982 -2.502 5.677  0.10
39 H 2.828 -4.006 4.931  0.11
40 H 1.734 -3.309 0.851  0.13
41 C -2.044 2.361 3.587  -0.07
42 C -1.563 3.713 3.068  -0.41
43 C -0.159 4.038 3.571  -0.08
44 C -1.656 3.822 1.548  -0.10
45 N -0.690 2.983 0.844  -0.07
46 C -0.669 1.668 0.691  -0.14
47 N 0.293 1.380 -0.162  -0.06
48 N 0.851 2.549 -0.531  0.01
49 N 0.275 3.514 0.076  0.08
50 H -2.165 2.392 4.671  0.08
51 H -1.331 1.564 3.363  0.07
52 H -3.000 2.078 3.143  0.09
53 H -2.249 4.481 3.440  0.13
54 H 0.562 3.301 3.209  0.08
55 H -0.128 4.021 4.661  0.08
56 H 0.172 5.022 3.233  0.08
57 H -1.437 4.837 1.221  0.13
58 H -2.641 3.534 1.176  0.11
59 H -1.351 0.956 1.134  0.12

## Properties
E_LUMO ... 1.57 eV
Total charge ... -1
Relative energy (zero: lowest compared OMol25 entry of this formula, charge and spin) ... 0.041 eV
HOMO energy ... -5.08 eV

=====

Number 1: M 408.501 g/mol, DFT total energy -53879.10274 eV, strongest force on any atom 0.80 eV/A. Number 2: M 440.568 g/mol, DFT total energy -64714.01940 eV, strongest force on any atom 1.12 eV/A. Number 3: M 420.585 g/mol, DFT total energy -61551.62882 eV, strongest force on any atom 1.70 eV/A. Number 4: M 569.583 g/mol, DFT total energy -63539.38806 eV, strongest force on any atom 1.21 eV/A. Number 5: M 803.542 g/mol, DFT total energy -92466.75062 eV, strongest force on any atom 1.40 eV/A.